Entry 1:
{
  "formula": "C37H36BBr2F2N5OSSr",
  "method": "ωB97M-V with the def2-TZVPD basis set",
  "elements": ["Sr", "Br", "Br", "S", "F", "F", "O", "N", "N", "N", "N", "N", "C", "C", "C", "C", "C", "C", "C", "C", "C", "C", "C", "C", "C", "C", "C", "C", "C", "C", "C", "C", "C", "C", "C", "C", "C", "C", "C", "C", "C", "C", "C", "C", "C", "C", "C", "C", "C", "B", "H", "H", "H", "H", "H", "H", "H", "H", "H", "H", "H", "H", "H", "H", "H", "H", "H", "H", "H", "H", "H", "H", "H", "H", "H", "H", "H", "H", "H", "H", "H", "H", "H", "H", "H", "H"],
  "xyz": [[0.67309, 1.12446, -0.24730], [-3.77940, -1.96865, 7.44817], [-2.44281, 0.40560, 1.05603], [2.86678, 2.95301, 1.16028], [-0.91326, 4.59915, 0.75711], [-0.71671, 4.52068, -1.45494], [1.35436, -0.33114, 1.55390], [-1.83258, 1.26818, -1.49615], [-0.13596, -1.34830, -0.58241], [1.33825, 1.90424, 3.05852], [-1.16494, -5.29553, 2.02270], [-1.85085, -5.64011, 2.99427], [1.46143, 1.93174, -3.67299], [0.76895, 3.14090, -4.26345], [-2.23215, -4.70752, 4.01780], [-2.91160, -3.53212, 3.71348], [-1.49827, -3.08158, -1.50349], [2.79212, -0.24859, -2.50257], [1.29993, 4.25218, 3.01407], [1.80170, 3.04257, 2.47146], [-0.85799, -1.83260, -1.56310], [-2.10366, 1.83715, -2.67596], [-2.50042, -4.26662, 6.36532], [-4.15994, 1.44209, -0.94257], [1.37199, -1.88589, -3.77881], [1.74524, -0.46851, -3.40548], [1.09666, 0.61925, -4.01189], [-0.62267, -3.32171, 0.72198], [-0.02994, 3.02864, 4.61438], [3.53861, -1.41712, -1.89938], [3.20188, 1.06317, -2.21321], [-2.05757, -5.08843, 5.33892], [2.53512, 2.15145, -2.79380], [0.41190, 4.24245, 4.05017], [3.00305, 3.55793, -2.50120], [-0.54420, -4.01355, 1.95517], [-0.00207, -2.05668, 0.57436], [0.20619, -3.47942, 2.97218], [0.86136, -2.25624, 2.82161], [-4.42329, 2.00659, -2.17803], [0.06653, 0.33977, -5.08575], [4.40730, 1.29303, -1.32987], [-1.38056, -3.81986, -0.36254], [0.77771, -1.48969, 1.66083], [-3.15625, -3.08903, 6.05266], [-2.84759, 1.09672, -0.67100], [0.44657, 1.87640, 4.07906], [-3.37934, -2.72166, 4.73519], [-3.37529, 2.21053, -3.06234], [-0.41646, 3.85534, -0.28172], [2.60997, 3.91443, -1.54398], [0.15822, 0.88790, 4.40983], [0.39988, -0.46860, -5.73540], [1.42284, 3.66371, -4.96626], [-0.13961, 2.89126, -4.80361], [1.39513, -2.54547, -2.91346], [4.08961, 3.60538, -2.44620], [-3.91184, -1.80719, 4.51172], [4.51178, 0.52573, -0.56639], [-0.73585, 3.00179, 5.43033], [0.37538, -1.95380, -4.20778], [4.36103, 2.24408, -0.81291], [2.07098, -2.29183, -4.51702], [1.61981, 5.17331, 2.55247], [0.49498, 3.84693, -3.47807], [5.32095, 1.29162, -1.93430], [-0.94323, -1.22303, -2.45629], [3.44726, -2.31323, -2.50729], [-2.34987, -4.54692, 7.39850], [-2.07320, -3.43427, -2.34915], [0.31004, -4.01539, 3.90681], [-5.43238, 2.29930, -2.43708], [-3.53296, 2.66775, -4.02894], [0.02657, 5.18056, 4.42918], [-0.10551, 1.20081, -5.72425], [-4.93137, 1.28603, -0.20365], [-1.56235, -6.02640, 5.55610], [-0.90079, 0.03754, -4.67101], [2.68456, 4.26030, -3.26584], [4.60051, -1.20025, -1.80565], [1.47023, -1.87206, 3.63135], [3.16731, -1.65908, -0.89772], [-1.25143, 2.00964, -3.31620], [-3.07357, -3.24884, 2.68127], [1.57391, 1.00179, 2.61665], [-1.85797, -4.78615, -0.26545]],
  "forces_ev_per_a": [[0.328, 0.779, -0.625], [0.006, -0.003, -0.010], [0.033, 0.002, -0.011], [-0.041, -0.187, 0.103], [0.132, 0.016, -0.143], [0.058, 0.007, 0.101], [-0.206, -0.201, -0.271], [-0.171, -0.046, 0.182], [0.080, 0.051, 0.134], [-0.223, 0.192, -0.012], [0.049, -0.091, 0.026], [-0.040, 0.003, -0.098], [-0.016, 0.014, -0.004], [0.017, 0.021, -0.006], [-0.017, 0.015, 0.040], [-0.036, 0.040, 0.075], [-0.019, -0.005, -0.011], [0.044, 0.003, -0.037], [0.030, 0.001, 0.050], [-0.085, 0.010, 0.115], [0.026, -0.051, 0.110], [0.052, -0.092, -0.011], [0.019, -0.037, 0.008], [-0.015, -0.008, -0.001], [0.019, 0.001, -0.011], [-0.027, -0.014, 0.030], [0.003, -0.002, -0.015], [-0.062, 0.102, 0.042], [-0.022, 0.007, 0.045], [-0.011, -0.004, -0.002], [0.024, -0.038, 0.107], [0.013, 0.027, 0.041], [0.004, 0.023, 0.075], [0.026, 0.051, -0.024], [0.000, -0.003, 0.007], [0.026, 0.048, 0.061], [-0.023, -0.351, -0.082], [0.033, 0.009, -0.026], [0.092, 0.057, 0.022], [-0.024, 0.010, 0.016], [0.002, -0.003, -0.008], [0.036, -0.010, -0.060], [0.011, 0.008, -0.043], [-0.068, -0.160, 0.157], [0.008, -0.001, 0.032], [0.013, 0.086, -0.010], [0.102, -0.037, -0.091], [0.008, -0.002, -0.085], [0.006, 0.007, -0.020], [-0.288, -0.169, 0.054], [-0.007, -0.006, -0.014], [-0.014, 0.009, 0.009], [0.011, 0.013, 0.001], [0.001, -0.015, 0.004], [0.014, 0.000, -0.010], [-0.002, 0.007, 0.000], [-0.003, -0.011, -0.008], [0.001, -0.010, -0.017], [-0.036, 0.021, 0.016], [-0.001, 0.006, -0.009], [0.021, 0.006, 0.008], [0.019, 0.026, -0.036], [0.000, 0.017, 0.005], [0.004, 0.006, -0.007], [-0.005, -0.018, -0.006], [-0.010, -0.042, 0.005], [-0.010, 0.061, 0.059], [-0.002, 0.009, 0.003], [0.004, -0.004, -0.004], [0.010, -0.001, 0.003], [-0.017, -0.016, -0.007], [0.007, -0.007, 0.003], [0.001, 0.007, 0.012], [0.007, -0.012, 0.001], [0.000, 0.006, 0.010], [-0.009, -0.004, -0.013], [-0.018, 0.005, 0.013], [0.011, -0.006, 0.000], [0.000, -0.014, 0.000], [-0.003, 0.002, -0.007], [-0.008, 0.007, -0.008], [-0.002, 0.017, -0.011], [-0.023, -0.011, 0.031], [-0.002, -0.005, -0.004], [0.158, -0.120, 0.063], [0.003, 0.001, -0.004]],
  "mulliken_charge": [0.76, -0.19, -0.03, -0.35, -0.30, -0.26, -0.88, 0.85, 1.31, 0.16, -0.28, -0.67, 2.06, -2.72, 0.09, 0.08, -1.35, 0.78, -0.76, 0.50, -1.02, -0.55, -0.43, -0.87, -2.66, 1.58, 0.86, 1.18, -0.72, -2.31, 1.71, -0.37, 0.75, -0.14, -2.34, -0.15, -0.53, -0.42, -0.78, -0.44, -2.45, -2.52, -0.92, 0.25, 0.08, 0.22, -0.33, -0.64, -1.06, 0.14, 0.20, 0.48, 0.59, 0.54, 0.46, 0.56, 0.46, 0.46, 0.37, 0.43, 0.55, 0.54, 0.43, 0.37, 0.37, 0.34, 0.74, 0.46, 0.43, 0.54, 0.49, 0.40, 0.49, 0.38, 0.37, 0.48, 0.43, 0.31, 0.46, 0.54, 0.54, 0.19, 0.49, 0.43, 0.26, 0.49],
  "e_tot_ev": -206323.27540,
  "gap_ev": 6.23,
  "largest_force_ev_per_a": 1.05,
  "homo_ev": -6.4,
  "de_lowest_kj_mol": 59.2
}



Entry 2:
{
  "formula": "C37H36BBr2F2N5OSSr",
  "method": "ωB97M-V with the def2-TZVPD basis set",
  "elements": ["Sr", "Br", "Br", "S", "F", "F", "O", "N", "N", "N", "N", "N", "C", "C", "C", "C", "C", "C", "C", "C", "C", "C", "C", "C", "C", "C", "C", "C", "C", "C", "C", "C", "C", "C", "C", "C", "C", "C", "C", "C", "C", "C", "C", "C", "C", "C", "C", "C", "C", "B", "H", "H", "H", "H", "H", "H", "H", "H", "H", "H", "H", "H", "H", "H", "H", "H", "H", "H", "H", "H", "H", "H", "H", "H", "H", "H", "H", "H", "H", "H", "H", "H", "H", "H", "H", "H"],
  "xyz": [[-0.00945, -0.80162, 0.19719], [-9.62661, -7.18124, 7.51302], [3.59628, -2.72687, 1.31015], [0.89094, 1.94129, 1.31686], [-0.11034, -2.67583, -2.94623], [1.39037, -3.65951, -1.66132], [-0.09660, -1.38378, 2.41074], [-2.34239, -1.53008, 0.80674], [-4.65755, -3.97856, 4.30097], [2.16990, 0.33903, 2.99160], [3.42516, -0.22068, 0.24488], [-4.61621, -4.39141, 5.48434], [-1.16199, -1.94888, 2.88773], [4.98749, -1.62097, -0.91085], [-3.46733, -3.29273, 3.87034], [-6.88358, -6.45576, 7.53862], [-2.93568, 0.42085, -3.25898], [-2.12578, 2.18318, -1.62278], [-3.48000, -2.78828, 2.54895], [-1.85405, 1.29291, -2.66784], [1.19048, 1.26622, 2.87647], [-8.08372, -6.31237, 6.86163], [0.50674, 1.57720, 4.06629], [-3.45710, 2.15712, -0.90976], [0.40176, 2.15954, -2.83576], [-3.38533, -1.67758, 0.03151], [-1.15173, 3.11627, -1.24106], [-5.84732, -5.04021, 5.90065], [2.48009, -0.32324, 4.12038], [-7.05055, -4.89262, 5.23083], [3.71800, 0.77965, -0.59203], [-0.58034, 1.25566, -3.24716], [0.81439, 0.93511, 5.23150], [-8.17792, -5.53219, 5.71441], [5.27953, -0.57963, -1.77082], [-1.22833, -2.45457, 4.17690], [-5.76116, -5.80176, 7.05031], [4.05045, -1.37019, 0.08043], [0.11475, 3.08890, -1.83250], [-4.57973, -2.93698, 1.66709], [4.64080, 0.64369, -1.61085], [-2.36063, -2.08918, 2.06509], [-1.47576, 4.19038, -0.23365], [1.73183, 2.17662, -3.54389], [1.13972, 4.09823, -1.38175], [1.82089, -0.04208, 5.27984], [-2.36664, -3.11461, 4.65618], [-0.29303, 0.25499, -4.33435], [-4.53245, -2.39587, 0.42304], [0.62162, -2.55215, -1.80232], [-1.03729, 3.97550, 0.74214], [-4.80599, -5.87945, 7.55218], [-4.14520, 2.91913, -1.28430], [-5.35702, -2.50400, -0.26721], [2.63387, 0.08406, 2.11013], [-1.08434, 5.15437, -0.55874], [-6.82705, -7.06135, 8.43149], [-0.83752, -0.67209, -4.18367], [2.15727, 3.78344, -1.60073], [-2.88085, 0.43434, -4.34687], [1.62191, 1.90699, -4.59230], [-7.10705, -4.27723, 4.34380], [-2.54681, 4.31025, -0.10091], [5.99910, -0.72002, -2.56550], [2.06950, -0.56679, 6.18812], [-2.37658, -3.50245, 5.66620], [0.99151, 5.06572, -1.86911], [2.44602, 1.46985, -3.11465], [-0.28201, 2.31316, 4.01591], [-3.34529, -1.22176, -0.95003], [0.75859, -0.01887, -4.36727], [-3.92960, 0.76386, -2.98775], [-0.35604, -2.34100, 4.80526], [3.17447, 1.70032, -0.42124], [4.84639, 1.47607, -2.26670], [5.45245, -2.58980, -1.00008], [1.08261, 4.26838, -0.30975], [3.25674, -1.06540, 4.01895], [-3.95509, 1.19627, -1.01113], [2.18814, 3.16306, -3.51812], [-9.12698, -5.42335, 5.20932], [-2.84674, -0.63072, -2.97545], [-3.33151, 2.33303, 0.15693], [-5.44511, -3.48947, 2.00042], [0.26075, 1.17873, 6.12759], [-0.56333, 0.64577, -5.31978]],
  "forces_ev_per_a": [[0.538, 1.283, -0.451], [-0.130, -0.075, 0.059], [-0.061, -0.177, 0.101], [-0.123, -0.119, 0.594], [-0.033, 0.024, -0.178], [0.265, -0.132, -0.033], [-0.469, -0.352, 0.552], [-0.108, -0.329, 0.600], [0.862, 0.205, 0.747], [0.096, -0.039, -0.265], [-0.044, -0.117, 0.145], [-0.783, -0.060, -0.764], [0.143, 0.231, -0.525], [-0.116, 0.018, 0.086], [-1.242, -0.704, 0.176], [0.006, 0.060, -0.079], [-0.060, -0.073, -0.037], [0.077, 0.045, 0.021], [-0.150, 0.145, -0.258], [0.007, -0.101, 0.029], [0.095, 0.032, -0.534], [0.128, 0.098, -0.096], [-0.142, 0.157, -0.185], [-0.064, -0.004, 0.015], [0.007, 0.019, -0.014], [-0.258, -0.151, 0.094], [-0.112, -0.086, -0.007], [0.969, 0.503, -0.334], [-0.071, 0.029, 0.070], [-0.280, -0.063, -0.019], [0.006, -0.083, -0.017], [-0.016, -0.058, 0.059], [-0.035, -0.030, 0.148], [0.007, -0.046, 0.066], [-0.001, 0.106, -0.059], [-0.339, -0.302, 0.407], [-0.099, -0.141, 0.164], [0.054, 0.125, -0.154], [-0.031, 0.086, 0.069], [0.038, -0.119, 0.273], [0.013, -0.055, 0.020], [0.215, 0.162, -0.159], [-0.023, 0.050, -0.014], [0.127, 0.045, -0.128], [0.114, 0.051, -0.015], [0.113, -0.053, -0.140], [0.798, 0.293, 0.189], [0.062, -0.098, -0.085], [0.049, 0.196, -0.290], [-0.061, -0.394, -0.245], [0.029, -0.040, 0.040], [-0.002, -0.009, 0.014], [-0.004, 0.034, -0.027], [-0.011, 0.014, -0.020], [0.034, 0.066, 0.086], [0.018, 0.011, -0.018], [-0.014, -0.012, 0.010], [-0.039, -0.014, 0.017], [0.002, -0.038, 0.024], [0.011, 0.047, -0.031], [-0.023, 0.026, -0.016], [0.044, -0.010, 0.030], [-0.035, 0.009, -0.005], [0.026, -0.017, -0.019], [-0.013, -0.007, 0.038], [-0.021, -0.006, -0.019], [-0.026, 0.030, -0.048], [-0.029, -0.044, 0.050], [0.012, 0.003, 0.009], [0.066, 0.014, -0.049], [0.011, 0.008, 0.026], [-0.035, -0.002, 0.017], [0.049, -0.006, 0.034], [-0.033, 0.040, 0.024], [0.029, 0.026, -0.036], [0.005, -0.036, -0.001], [-0.021, -0.010, 0.062], [0.021, -0.044, 0.062], [0.012, -0.021, -0.003], [0.005, 0.014, -0.007], [-0.032, -0.019, 0.010], [0.048, -0.029, 0.041], [0.027, 0.010, 0.039], [-0.027, -0.023, 0.040], [-0.011, -0.004, 0.062], [-0.012, 0.035, -0.036]],
  "mulliken_charge": [1.65, -0.19, -0.12, -0.13, -0.27, -0.25, -0.40, -0.42, 0.12, 0.41, -0.08, -0.44, 0.04, -0.76, 0.12, -0.44, -2.49, 1.61, 1.30, 0.97, 0.22, 0.13, -1.03, -2.48, 0.43, -0.28, 0.87, 0.07, -0.02, -0.23, -0.18, 1.60, -0.05, -0.56, -0.29, -1.08, -0.29, 0.27, 1.43, -0.49, -0.69, -0.12, -2.18, -2.50, -2.33, -0.95, -0.68, -2.28, -1.09, -0.07, 0.22, 0.43, 0.44, 0.44, 0.07, 0.43, 0.40, 0.41, 0.41, 0.49, 0.51, 0.36, 0.50, 0.41, 0.45, 0.44, 0.42, 0.35, 0.43, 0.36, 0.46, 0.49, 0.43, 0.34, 0.47, 0.41, 0.41, 0.42, 0.35, 0.53, 0.39, 0.32, 0.45, 0.44, 0.41, 0.34],
  "e_tot_ev": -206323.22369,
  "gap_ev": 6.81,
  "largest_force_ev_per_a": 1.46,
  "homo_ev": -7.0,
  "de_lowest_kj_mol": 64.2
}